Record 1
{"formula": "C52H104BBrN2O13S", "method": "ωB97M-V with the def2-TZVPD basis set", "energy_ha": -6128.341891, "smiles": "CNCc1cc(CCCS(=O)(=O)O)c(CCCCCCCCCCCCOC)c2c1C(=O)C(B(N)O)=C(Br)C2=O.CCOCC.CCOCC.CCOCC.CCOCC.CCOCC.CCOCC", "fmax_ev_per_a": 1.6, "e_lumo_ev": -0.63, "elements": ["C", "N", "C", "C", "C", "C", "C", "C", "C", "S", "O", "O", "O", "C", "C", "C", "C", "C", "C", "C", "C", "C", "C", "C", "C", "C", "O", "C", "C", "C", "C", "O", "C", "B", "N", "O", "C", "Br", "C", "O", "H", "H", "H", "H", "H", "H", "H", "H", "H", "H", "H", "H", "H", "H", "H", "H", "H", "H", "H", "H", "H", "H", "H", "H", "H", "H", "H", "H", "H", "H", "H", "H", "H", "H", "H", "H", "H", "H", "H", "H", "H", "H", "H", "H", "C", "C", "O", "C", "C", "H", "H", "H", "H", "H", "H", "H", "H", "H", "H", "C", "C", "O", "C", "C", "H", "H", "H", "H", "H", "H", "H", "H", "H", "H", "C", "C", "O", "C", "C", "H", "H", "H", "H", "H", "H", "H", "H", "H", "H", "C", "C", "O", "C", "C", "H", "H", "H", "H", "H", "H", "H", "H", "H", "H", "C", "C", "O", "C", "C", "H", "H", "H", "H", "H", "H", "H", "H", "H", "H", "C", "C", "O", "C", "C", "H", "H", "H", "H", "H", "H", "H", "H", "H", "H"], "xyz": [[5.52, -0.62, 3.83], [4.45, -0.43, 2.85], [4.74, -1.03, 1.55], [3.57, -0.85, 0.64], [3.51, 0.28, -0.19], [2.41, 0.54, -1.01], [2.42, 1.84, -1.79], [1.37, 2.83, -1.22], [1.91, 4.24, -0.97], [2.03, 4.67, 0.76], [1.28, 5.89, 0.94], [1.68, 3.57, 1.58], [3.55, 5.03, 1.02], [1.31, -0.34, -1.06], [0.12, -0.04, -1.94], [-1.19, 0.19, -1.18], [-2.21, 1.02, -1.99], [-3.16, 0.15, -2.83], [-4.62, 0.23, -2.39], [-5.05, -0.85, -1.38], [-5.38, -0.29, 0.01], [-6.42, -1.13, 0.76], [-7.88, -0.79, 0.36], [-8.84, -0.81, 1.54], [-10.06, 0.09, 1.29], [-9.78, 1.59, 1.57], [-8.41, 1.88, 1.76], [-8.04, 2.08, 3.11], [1.37, -1.49, -0.22], [2.48, -1.73, 0.60], [2.41, -2.94, 1.47], [3.34, -3.64, 1.76], [1.04, -3.28, 1.96], [0.90, -3.85, 3.44], [0.87, -2.87, 4.52], [0.85, -5.19, 3.69], [0.02, -3.06, 1.15], [-1.75, -3.49, 1.65], [0.26, -2.48, -0.19], [-0.38, -2.78, -1.15], [5.78, 0.34, 4.27], [6.41, -1.04, 3.38], [5.19, -1.28, 4.63], [4.24, 0.56, 2.74], [4.95, -2.08, 1.73], [5.65, -0.62, 1.09], [4.32, 1.00, -0.16], [3.40, 2.28, -1.69], [2.23, 1.66, -2.85], [0.93, 2.43, -0.31], [0.56, 2.93, -1.94], [1.24, 4.98, -1.40], [2.89, 4.39, -1.42], [3.61, 5.99, 0.97], [0.31, 0.87, -2.49], [0.02, -0.82, -2.68], [-1.01, 0.72, -0.24], [-1.69, -0.74, -0.94], [-1.67, 1.72, -2.62], [-2.79, 1.59, -1.26], [-2.83, -0.89, -2.78], [-3.10, 0.42, -3.88], [-5.30, 0.17, -3.24], [-4.81, 1.21, -1.96], [-4.29, -1.63, -1.32], [-5.95, -1.33, -1.74], [-5.81, 0.70, -0.12], [-4.47, -0.21, 0.60], [-6.33, -0.89, 1.82], [-6.23, -2.20, 0.67], [-8.20, -1.51, -0.39], [-7.86, 0.21, -0.06], [-8.35, -0.54, 2.47], [-9.22, -1.82, 1.68], [-10.33, 0.00, 0.25], [-10.89, -0.22, 1.93], [-10.10, 2.17, 0.71], [-10.38, 1.93, 2.42], [-8.14, 3.13, 3.40], [-8.63, 1.47, 3.78], [-7.00, 1.77, 3.22], [-0.05, -2.75, 4.93], [1.12, -1.96, 4.16], [0.16, -5.43, 4.32], [6.45, -5.59, 2.11], [7.58, -4.61, 2.37], [7.43, -3.87, 3.57], [7.42, -4.63, 4.76], [8.71, -5.39, 5.01], [5.48, -5.08, 2.19], [6.54, -6.01, 1.11], [6.46, -6.41, 2.83], [7.60, -3.87, 1.57], [8.55, -5.12, 2.35], [6.56, -5.30, 4.78], [7.27, -3.90, 5.56], [8.85, -6.20, 4.30], [8.70, -5.83, 6.01], [9.57, -4.73, 4.92], [-1.62, -7.69, 2.64], [-2.52, -7.36, 3.83], [-3.86, -7.77, 3.66], [-4.06, -9.17, 3.52], [-3.61, -9.98, 4.72], [-2.07, -7.33, 1.72], [-0.65, -7.21, 2.76], [-1.45, -8.76, 2.55], [-2.56, -6.28, 3.96], [-2.10, -7.77, 4.75], [-3.57, -9.53, 2.60], [-5.13, -9.29, 3.37], [-2.53, -9.98, 4.83], [-3.93, -11.02, 4.61], [-4.04, -9.58, 5.64], [-3.63, 6.82, -1.99], [-2.47, 6.01, -1.45], [-1.34, 5.99, -2.31], [-0.74, 7.25, -2.56], [-0.19, 7.92, -1.31], [-3.87, 6.53, -3.01], [-4.51, 6.67, -1.36], [-3.41, 7.89, -1.99], [-2.77, 4.97, -1.35], [-2.18, 6.35, -0.45], [-1.42, 7.92, -3.09], [0.09, 7.04, -3.24], [-0.99, 8.26, -0.64], [0.41, 8.79, -1.58], [0.43, 7.22, -0.74], [-9.77, 1.42, -4.51], [-8.45, 2.16, -4.40], [-7.40, 1.57, -5.13], [-7.57, 1.49, -6.53], [-7.70, 2.84, -7.21], [-9.63, 0.36, -4.28], [-10.50, 1.83, -3.81], [-10.20, 1.48, -5.51], [-8.12, 2.17, -3.36], [-8.58, 3.21, -4.69], [-8.43, 0.85, -6.77], [-6.69, 0.98, -6.90], [-8.64, 3.34, -6.95], [-7.68, 2.72, -8.29], [-6.89, 3.50, -6.91], [3.33, 13.18, -4.74], [3.30, 12.85, -3.25], [2.07, 12.32, -2.80], [1.68, 11.09, -3.39], [2.65, 9.95, -3.11], [2.47, 13.80, -5.00], [4.24, 13.73, -4.99], [3.30, 12.28, -5.35], [3.45, 13.77, -2.68], [4.13, 12.18, -2.99], [1.52, 11.21, -4.47], [0.71, 10.86, -2.95], [3.60, 10.09, -3.63], [2.22, 9.01, -3.46], [2.86, 9.88, -2.05], [10.14, -7.22, -0.11], [11.29, -6.50, 0.58], [11.48, -6.90, 1.92], [11.83, -8.26, 2.12], [13.14, -8.66, 1.46], [9.24, -7.17, 0.50], [9.94, -6.77, -1.08], [10.37, -8.27, -0.28], [11.07, -5.43, 0.62], [12.21, -6.60, 0.00], [11.01, -8.91, 1.78], [11.90, -8.38, 3.20], [13.07, -8.66, 0.38], [13.42, -9.66, 1.78], [13.93, -7.97, 1.75]]}

Record 2
{"formula": "C52H109N11", "method": "ωB97M-V with the def2-TZVPD basis set", "energy_ha": -2648.895538, "smiles": "CCN(CC)CC.CCN(CC)CC.CCN(CC)CC.CCN(CC)CC.CCCC#N.CCCC#N.CCCC#N.CCCC#N.CCCC#N.CCCC#N.CCCC#N", "fmax_ev_per_a": 3.0, "e_lumo_ev": 0.31, "elements": ["C", "C", "N", "C", "C", "C", "C", "H", "H", "H", "H", "H", "H", "H", "H", "H", "H", "H", "H", "H", "H", "H", "C", "C", "N", "C", "C", "C", "C", "H", "H", "H", "H", "H", "H", "H", "H", "H", "H", "H", "H", "H", "H", "H", "C", "C", "N", "C", "C", "C", "C", "H", "H", "H", "H", "H", "H", "H", "H", "H", "H", "H", "H", "H", "H", "H", "C", "C", "N", "C", "C", "C", "C", "H", "H", "H", "H", "H", "H", "H", "H", "H", "H", "H", "H", "H", "H", "H", "C", "C", "C", "C", "N", "H", "H", "H", "H", "H", "H", "H", "C", "C", "C", "C", "N", "H", "H", "H", "H", "H", "H", "H", "C", "C", "C", "C", "N", "H", "H", "H", "H", "H", "H", "H", "C", "C", "C", "C", "N", "H", "H", "H", "H", "H", "H", "H", "C", "C", "C", "C", "N", "H", "H", "H", "H", "H", "H", "H", "C", "C", "C", "C", "N", "H", "H", "H", "H", "H", "H", "H", "C", "C", "C", "C", "N", "H", "H", "H", "H", "H", "H", "H"], "xyz": [[13.89, 17.76, 18.21], [12.78, 16.74, 18.39], [12.66, 16.15, 19.70], [11.52, 15.23, 19.89], [10.18, 15.99, 20.08], [13.90, 15.62, 20.29], [14.53, 14.40, 19.54], [13.80, 18.50, 19.01], [13.88, 18.16, 17.21], [14.87, 17.33, 18.40], [11.78, 17.17, 18.13], [12.87, 15.94, 17.61], [11.42, 14.50, 19.05], [11.62, 14.63, 20.79], [9.74, 16.33, 19.17], [9.47, 15.27, 20.50], [10.30, 16.79, 20.79], [13.67, 15.32, 21.29], [14.62, 16.46, 20.38], [14.64, 14.74, 18.51], [13.92, 13.50, 19.56], [15.46, 14.04, 19.98], [13.55, 9.80, 20.59], [13.22, 9.17, 19.28], [13.65, 9.98, 18.21], [12.76, 11.17, 17.93], [13.40, 12.20, 16.96], [14.05, 9.28, 16.98], [12.89, 8.56, 16.31], [13.23, 9.17, 21.44], [12.97, 10.71, 20.71], [14.57, 10.08, 20.69], [13.66, 8.21, 19.16], [12.21, 8.86, 19.25], [12.57, 11.64, 18.89], [11.79, 10.87, 17.51], [13.07, 13.24, 17.12], [13.19, 11.91, 15.94], [14.47, 12.22, 17.14], [14.54, 9.96, 16.29], [14.78, 8.53, 17.26], [12.47, 7.81, 17.03], [12.05, 9.22, 16.05], [13.26, 8.04, 15.39], [19.46, 20.07, 18.70], [18.83, 19.92, 17.30], [17.67, 20.79, 17.12], [16.46, 20.12, 17.54], [15.34, 21.13, 17.66], [17.69, 21.45, 15.84], [17.46, 20.62, 14.63], [19.65, 21.10, 19.00], [20.38, 19.49, 18.76], [18.78, 19.65, 19.43], [19.59, 20.07, 16.52], [18.51, 18.85, 17.21], [16.28, 19.33, 16.81], [16.66, 19.63, 18.48], [14.51, 20.78, 18.27], [15.69, 22.05, 18.16], [14.97, 21.39, 16.67], [18.65, 21.90, 15.59], [16.99, 22.29, 15.81], [18.24, 19.83, 14.63], [17.52, 21.23, 13.72], [16.54, 19.99, 14.59], [17.21, 12.27, 17.81], [17.47, 12.22, 16.35], [18.47, 11.25, 16.01], [19.03, 11.51, 14.72], [20.19, 12.56, 14.74], [17.90, 9.90, 16.11], [19.05, 8.89, 16.33], [18.10, 12.48, 18.41], [16.75, 11.36, 18.18], [16.49, 13.06, 17.96], [16.53, 12.04, 15.77], [17.80, 13.20, 16.00], [19.49, 10.56, 14.44], [18.23, 11.78, 13.99], [19.83, 13.55, 15.12], [21.04, 12.23, 15.32], [20.45, 12.78, 13.69], [17.31, 9.67, 15.22], [17.18, 9.97, 16.94], [19.81, 9.29, 17.02], [19.55, 8.70, 15.37], [18.70, 7.93, 16.72], [8.90, 14.57, 12.07], [8.36, 15.24, 10.69], [8.59, 16.73, 10.57], [10.03, 17.11, 10.61], [11.11, 17.46, 10.72], [9.15, 13.52, 11.99], [8.14, 14.68, 12.87], [9.77, 15.11, 12.50], [7.32, 14.99, 10.67], [8.80, 14.80, 9.80], [8.05, 17.28, 11.36], [8.22, 17.11, 9.61], [19.70, 17.12, 11.77], [18.63, 16.57, 10.83], [18.40, 15.05, 10.97], [18.18, 14.69, 12.39], [18.10, 14.56, 13.51], [20.62, 16.74, 11.40], [19.57, 16.83, 12.79], [19.69, 18.21, 11.66], [18.84, 16.88, 9.79], [17.68, 17.06, 11.03], [19.32, 14.56, 10.64], [17.59, 14.67, 10.36], [14.52, 17.56, 9.75], [14.74, 17.44, 11.27], [15.07, 18.83, 11.88], [16.32, 19.31, 11.29], [17.34, 19.68, 10.93], [15.43, 17.74, 9.15], [13.88, 18.44, 9.57], [14.03, 16.68, 9.30], [15.58, 16.79, 11.52], [13.88, 17.05, 11.79], [15.16, 18.75, 12.93], [14.27, 19.52, 11.67], [15.08, 11.22, 12.70], [15.78, 10.81, 11.37], [17.06, 9.99, 11.59], [16.62, 8.82, 12.34], [16.35, 7.95, 13.01], [14.04, 11.52, 12.50], [15.61, 12.09, 13.14], [15.04, 10.45, 13.48], [16.02, 11.68, 10.79], [15.11, 10.22, 10.74], [17.79, 10.55, 12.16], [17.46, 9.71, 10.62], [15.53, 16.71, 14.83], [15.27, 15.36, 15.54], [14.79, 14.32, 14.55], [13.39, 14.58, 14.14], [12.34, 14.73, 13.73], [16.28, 16.56, 14.06], [15.98, 17.33, 15.58], [14.69, 17.13, 14.33], [14.54, 15.49, 16.35], [16.22, 15.06, 16.00], [14.75, 13.28, 14.88], [15.41, 14.42, 13.67], [10.08, 18.31, 14.44], [10.24, 19.65, 13.67], [11.22, 20.57, 14.37], [12.57, 20.02, 14.58], [13.66, 19.66, 14.73], [9.16, 17.85, 14.10], [9.86, 18.49, 15.48], [10.96, 17.66, 14.38], [9.22, 20.08, 13.64], [10.50, 19.51, 12.62], [10.87, 20.93, 15.34], [11.42, 21.47, 13.74], [12.29, 12.73, 8.71], [12.15, 14.20, 9.14], [12.58, 14.40, 10.56], [14.05, 14.18, 10.63], [15.16, 13.96, 10.62], [11.68, 12.10, 9.37], [13.31, 12.37, 8.74], [11.89, 12.58, 7.71], [11.13, 14.44, 8.92], [12.80, 14.83, 8.51], [12.01, 13.76, 11.22], [12.44, 15.40, 10.95]]}

Number 1: orbital gap 8.0 eV. Number 2: orbital gap 8.1 eV.